# 1
Computed, not measured: a molecular structure, C2H11NO3, with the ωB97M-V functional and the def2-TZVPD basis.

Each line ends with the Löwdin charge.
Element x y z (Å)
C  -2.812  -0.242  0.050  -0.141
C  -1.007  -0.834  0.564  -0.054
N  -1.376  0.242  -0.060  -0.139
H  -3.186  -0.360  1.063  0.075
H  -3.056  -1.134  -0.550  0.083
H  -3.410  0.599  -0.331  0.094
H  -0.936  -0.878  1.684  0.116
H  -0.454  -1.628  0.035  0.084
H  0.208  2.705  -0.124  0.053
H  -0.093  1.246  0.168  -0.009
O  0.658  1.908  0.172  -0.089
H  3.713  1.388  0.014  0.036
H  2.212  1.133  -0.119  -0.011
O  3.080  0.854  -0.470  -0.084
H  2.289  -2.256  -0.198  0.039
H  2.405  -1.051  -1.119  0.016
O  1.767  -1.693  -0.777  -0.068

Force components x, y, z for each atom (eV/Å):
-1.4 1.4 0.0
2.5 0.8 -0.2
-0.8 -2.1 -0.1
0.0 -0.3 0.5
0.2 0.3 0.2
0.2 -0.3 -0.2
-1.2 -0.5 -0.4
0.0 -0.1 0.2
0.3 0.1 -0.1
0.8 1.0 -0.1
-0.8 -0.4 0.3
0.1 0.0 -0.1
0.0 0.2 -0.3
0.1 -0.1 0.1
0.0 0.0 0.0
-0.1 0.2 0.2
0.0 -0.2 -0.1

Summary:
HOMO-LUMO gap in eV: 7.9
Spin multiplicity: 1
E in eV: -9881.2521
Lowest unoccupied orbital energy in eV: -0.36
ΔE to the lowest compared entry with this formula, charge and spin in kJ/mol: 380.90



# 2
Computed, not measured: 4 unconnected molecules or ions with the total composition C2H11NO3, with the ωB97M-V functional and the def2-TZVPD basis.

Each line ends with the Löwdin charge.
Element x y z (Å)
C  0.381  -0.311  1.779  -0.055
C  0.789  0.915  1.439  -0.301
N  1.439  1.230  0.272  0.052
H  0.273  -1.155  1.102  0.036
H  0.130  -0.632  2.765  0.034
H  0.882  1.725  2.137  0.102
H  1.426  0.681  -0.611  0.068
H  1.478  2.219  0.089  0.080
H  -2.431  0.461  1.103  0.047
H  -1.346  0.191  0.286  -0.003
O  -2.328  0.207  0.173  -0.085
H  -0.307  -2.509  -0.957  0.060
H  -1.462  -1.326  -1.007  0.036
O  -0.599  -1.661  -1.284  -0.057
H  1.159  -0.311  -2.834  0.051
H  -0.163  -0.081  -2.119  0.017
O  0.680  0.358  -2.333  -0.082

Force components x, y, z for each atom (eV/Å):
-0.6 -0.7 0.0
1.3 -1.0 -0.6
-0.1 0.4 -0.9
0.5 0.4 -0.4
-0.3 0.6 0.7
-0.3 0.2 0.6
-0.4 0.3 1.1
0.1 0.0 -0.2
-1.0 -0.1 -0.1
-0.4 -0.1 -0.7
1.5 0.2 0.8
-0.7 -0.1 0.4
-0.1 -1.0 0.6
0.1 0.6 -0.8
-0.1 0.0 0.0
0.7 0.1 -0.1
-0.1 0.3 -0.4

Summary:
HOMO-LUMO gap in eV: 8.8
Spin multiplicity: 1
SMILES: C=CN.O.O.O
E in eV: -9884.1464
Lowest unoccupied orbital energy in eV: 0.65
ΔE to the lowest compared entry with this formula, charge and spin in kJ/mol: 101.65



# 3
Computed, not measured: 3 unconnected molecules or ions with the total composition C2H11NO3, with the ωB97M-V functional and the def2-TZVPD basis.

Each line ends with the Löwdin charge.
Element x y z (Å)
C  -0.558  1.531  0.291  -0.260
O  -0.409  1.975  -1.066  -0.093
C  -1.465  0.300  0.309  -0.252
N  -1.058  -0.569  -0.782  -0.009
H  0.381  1.253  0.805  0.108
H  -0.930  2.464  0.794  0.125
H  0.440  2.426  -1.120  0.092
H  -1.248  -0.134  1.290  0.110
H  -2.486  0.779  0.250  0.126
H  -0.770  -0.039  -1.596  0.081
H  -1.889  -1.078  -1.081  0.096
H  2.248  -1.329  0.420  -0.007
H  3.524  -0.455  0.007  0.024
O  2.715  -0.478  0.515  -0.080
H  0.520  -2.396  1.076  0.038
H  0.240  -1.748  -0.258  0.000
O  0.744  -2.502  0.146  -0.098

Force components x, y, z for each atom (eV/Å):
0.5 1.3 0.4
0.6 -0.3 0.1
-0.1 2.4 0.1
-1.0 -0.7 -0.1
0.1 0.2 -0.8
-0.2 -1.3 0.3
-0.1 0.0 -0.1
-0.7 -0.3 -0.2
0.5 -1.3 0.0
0.0 0.4 0.2
0.4 -0.2 0.0
0.4 0.1 -0.4
0.0 -0.4 -0.2
-0.4 0.4 0.5
0.0 -0.3 0.1
-0.1 -0.4 -0.1
0.1 0.5 0.2

Summary:
HOMO-LUMO gap in eV: 10.9
Spin multiplicity: 1
SMILES: NCCO.O.O
E in eV: -9884.6390
Lowest unoccupied orbital energy in eV: 0.80
ΔE to the lowest compared entry with this formula, charge and spin in kJ/mol: 54.12



# 4
Computed, not measured: 4 unconnected molecules or ions with the total composition C2H11NO4, with the ωB97M-V functional and the def2-TZVPD basis.

Each line ends with the Löwdin charge.
Element x y z (Å)
C  -0.964  -0.026  -1.238  0.002
C  -1.589  -1.391  -1.691  -0.542
N  -1.421  -2.401  -0.745  0.079
O  -2.073  -1.528  -2.772  0.113
H  -0.273  0.326  -2.010  0.043
H  -0.394  -0.169  -0.325  0.062
H  -1.762  0.716  -1.154  0.091
H  -1.910  -2.342  0.143  0.096
H  -0.465  -2.462  -0.409  0.084
H  -0.521  2.393  3.504  0.026
H  0.385  1.202  2.912  0.018
O  -0.487  1.508  3.155  -0.053
H  3.380  -1.012  3.773  0.035
H  3.560  0.389  4.325  0.033
O  2.885  -0.274  4.148  -0.059
H  0.139  1.424  -3.311  -0.012
H  1.235  1.820  -4.129  0.035
O  0.274  1.828  -4.177  -0.050

Force components x, y, z for each atom (eV/Å):
-0.2 -0.6 -0.8
1.1 2.4 0.2
0.2 -2.2 1.1
-0.4 -0.3 0.1
-0.2 -0.2 0.1
-0.2 0.3 0.2
0.2 -0.1 0.2
-0.7 0.4 -0.4
0.2 0.2 -0.5
0.7 0.3 0.0
0.4 0.5 0.3
-1.0 -0.9 -0.3
-0.1 0.0 0.1
0.0 0.0 0.1
0.1 0.0 -0.1
-0.8 0.1 -0.1
0.3 0.3 -0.7
0.5 -0.3 0.7

Summary:
HOMO-LUMO gap in eV: 10.3
Spin multiplicity: 1
SMILES: CC(N)=O.O.O.O
E in eV: -11931.6803
Lowest unoccupied orbital energy in eV: 0.30
ΔE to the lowest compared entry with this formula, charge and spin in kJ/mol: 200.40